No. 1
36
Properties=species:S:1:pos:R:3 method="wB97M-V/def2-TZVPD" smiles="CC(C)C[C@H](N)C(=O)N[C@H](C(=O)O)[C@@H](C)O" homo_energy_ev=-9.23 charge=0 gap_ev=9.85 de_lowest_kcal_mol=97.7
O 0.365 -2.767 0.675
O 1.095 0.878 0.264
O 3.610 -1.722 -2.574
O 2.827 -2.921 -0.921
N 0.271 -1.266 -1.059
N -1.568 -1.281 2.069
C 2.249 0.030 -0.246
C -2.966 2.368 -0.330
C -2.499 -0.075 0.008
C -1.810 1.386 0.076
C 2.822 -1.808 -1.639
C -1.708 -1.383 0.577
C 3.434 0.793 -0.629
C 1.770 -0.867 -1.398
C -0.165 -1.906 0.041
C -1.159 1.779 1.494
H -2.451 -1.100 2.442
H 1.769 -0.254 -2.354
H 1.330 1.355 1.000
H -0.972 1.366 -0.645
H -0.522 2.584 1.414
H -3.451 2.315 -1.247
H -2.160 -2.333 0.203
H 3.497 1.090 -1.677
H -2.725 -0.215 -1.059
H -1.299 -2.304 2.400
H -0.317 -0.450 -1.383
H -3.756 2.507 0.459
H 2.669 -0.580 0.566
H -0.569 0.962 1.676
H -1.947 1.850 2.296
H -3.448 -0.012 0.520
H 4.364 0.178 -0.702
H 3.726 1.409 0.218
H 2.053 -2.956 -0.310
H -2.359 3.350 -0.221

No. 2
101
Properties=species:S:1:pos:R:3 method="wB97M-V/def2-TZVPD" homo_energy_ev=-8.84 charge=0 gap_ev=9.08
S 4.465 0.364 0.077
S -0.547 -0.327 -3.767
O 4.337 -2.006 -2.127
O 4.917 0.427 1.596
O 3.682 0.266 4.048
O 2.560 1.594 -4.144
O -3.422 3.502 6.538
O -2.323 -4.817 2.289
O -2.414 4.100 -0.670
O -2.011 -1.243 -1.069
O 0.374 0.785 -3.206
O 0.473 0.027 -0.358
O -6.601 -0.646 2.090
C 3.500 -2.967 -2.641
C 1.469 0.502 4.901
C -3.246 2.751 5.318
C -0.150 0.991 0.556
C -1.693 4.345 -2.842
C -2.321 -2.580 -0.973
C -2.177 0.537 -4.188
C -1.802 -4.105 3.396
C 0.018 -0.708 -5.447
C -0.665 0.287 1.731
C -1.736 4.929 -1.419
C 4.742 0.873 -4.829
C -0.442 -3.521 2.862
C -4.360 -0.540 2.471
C 3.847 1.993 -0.261
C -2.799 -3.203 -2.334
C 5.947 0.459 -0.781
C 2.111 -2.706 -2.368
C 3.465 0.621 -4.048
C -5.390 -1.238 1.720
C -2.533 1.409 5.645
C 2.624 1.093 4.026
H 1.760 1.546 -3.508
H 4.458 2.708 0.169
H 6.523 1.307 -0.580
H 1.234 -0.484 4.412
H -2.373 0.861 4.574
H -2.585 4.153 -3.423
H -1.011 1.030 2.478
H 3.808 0.450 -3.013
H 4.025 0.363 3.217
H 3.971 2.329 -1.328
H 0.512 0.019 -1.358
H 5.911 0.606 -1.831
H 3.781 -3.848 -2.155
H -4.529 -0.540 3.579
H 0.029 -2.982 3.560
H 0.942 -1.204 -5.399
H 0.333 -4.251 2.359
H -1.552 -5.435 1.906
H 0.124 0.098 -5.875
H -4.337 0.545 2.287
H -0.538 -2.858 2.016
H 5.245 1.702 -4.149
H -3.484 -1.002 2.390
H 2.138 -2.870 -1.213
H -2.563 -3.361 3.676
H -2.717 -0.244 -4.419
H 5.271 -2.284 -1.916
H 0.608 1.294 4.896
H -3.289 0.799 6.278
H -0.743 5.006 -1.035
H -3.145 -2.794 -0.326
H -1.203 3.362 -2.929
H -1.423 -0.320 1.415
H -0.555 -1.032 -6.055
H -1.007 4.896 -3.443
H -0.922 1.643 0.106
H -2.471 1.105 -3.293
H -4.405 3.457 6.706
H -4.364 2.830 4.796
H 2.886 2.167 -0.146
H -2.157 4.183 0.205
H -2.514 3.506 4.489
H 1.700 -3.422 -2.884
H 3.739 -2.868 -3.858
H 0.618 1.660 0.751
H -1.638 -4.611 4.182
H -3.580 -2.761 -2.922
H 0.073 -0.441 2.264
H 1.705 0.293 5.950
H -1.398 -3.206 -0.557
H -7.277 -1.256 1.963
H 2.262 1.022 2.991
H -1.527 -0.871 -0.504
H 5.648 0.197 -4.673
H 3.248 -0.280 -4.385
H 4.717 1.043 -6.024
H 6.575 -0.564 -0.683
H -3.100 -4.225 -2.317
H -2.164 -3.109 -3.200
H 3.108 2.116 4.543
H 1.907 -1.630 -2.815
H -5.281 -2.322 2.003
H -1.484 1.772 6.127
H -2.182 5.744 -1.321
H -5.266 -1.306 0.605
H -1.975 1.318 -5.145

No. 3
75
Properties=species:S:1:pos:R:3 method="wB97M-V/def2-TZVPD" multiplicity=4 homo_energy_ev="1.91 / 1.92" charge=-2 gap_ev="2.24 / 2.24" s2=3.822
Cr -0.523 -0.827 2.194
Si 0.095 2.139 4.403
O -0.713 -1.483 0.538
O -0.453 -2.838 -5.231
O -1.085 -0.901 -6.134
O 1.798 -1.233 -5.985
O 2.736 -0.917 -3.958
C 1.907 2.650 4.670
C 1.980 -0.654 3.632
C 2.374 0.064 2.473
C -0.478 -1.496 -5.254
C 1.914 -0.634 1.324
C -0.221 1.019 5.896
C 0.180 -1.413 -2.734
C 1.251 -1.816 3.228
C 0.317 -0.797 -4.143
C 3.134 -1.366 -6.486
C -0.131 0.675 -4.061
C -1.722 -2.336 3.226
C -3.015 -0.530 2.488
C -2.613 -1.878 2.185
C -0.866 3.717 4.842
C -1.040 -3.360 -6.437
C -1.446 -1.278 -0.662
C -1.173 2.858 -1.120
C 1.339 -1.884 1.765
C -0.268 2.047 -1.974
C -0.350 1.297 2.725
C -2.443 -0.169 3.747
C 1.736 -0.989 -4.663
C -0.833 0.895 -2.674
C 1.193 2.106 -1.735
C -0.953 -0.666 -2.071
C -1.606 -1.265 4.191
H 2.226 3.420 3.957
H -0.976 -4.448 -6.352
H 2.256 -0.402 4.657
H -1.287 0.801 6.027
H 1.213 -2.782 1.170
H 3.620 -2.260 -6.061
H -1.878 1.160 -2.920
H -1.323 3.877 -1.530
H 0.739 1.324 -4.224
H -0.591 4.561 4.195
H -2.186 2.417 -1.016
H 1.424 2.212 -0.658
H 3.725 -0.476 -6.231
H -0.651 4.017 5.881
H 0.130 1.499 6.823
H -1.124 -1.358 5.166
H 0.937 -2.630 3.876
H 1.640 2.987 -2.232
H 3.020 -1.466 -7.570
H 2.020 3.071 5.682
H -1.851 -0.932 -2.672
H 0.398 1.654 1.981
H -1.379 -3.375 3.321
H 2.067 -0.347 0.285
H -1.300 1.748 2.354
H -1.727 -2.322 -0.965
H 1.757 1.220 -2.087
H -3.017 -2.502 1.396
H -2.660 0.758 4.284
H -2.404 -0.754 -0.426
H -2.078 -3.022 -6.524
H 2.610 1.814 4.595
H 2.950 0.992 2.469
H -0.466 -2.993 -7.295
H -3.689 0.069 1.879
H 1.133 -1.276 -2.194
H -0.809 2.977 -0.081
H -0.826 0.877 -4.889
H 0.311 0.066 5.802
H -1.953 3.577 4.764
H -0.021 -2.492 -2.839

No. 4
34
Properties=species:S:1:pos:R:3 method="wB97M-V/def2-TZVPD" smiles=CCc1ccc(O)cc1.Cc1ccccc1 homo_energy_ev=-8.22 charge=0 gap_ev=8.98 de_lowest_kcal_mol=68.6
O -0.844 3.675 -2.052
C -0.212 -0.445 -2.340
C 0.015 -1.974 -2.227
C 0.861 -0.506 5.118
C -0.746 0.236 1.273
C 0.338 1.041 1.610
C 0.932 -2.301 -3.364
C -1.506 0.142 -2.331
C -0.758 -0.937 3.317
C 0.413 -0.188 3.687
C 0.934 0.802 2.833
C 0.949 0.428 -2.143
C -1.724 1.562 -2.231
C 0.654 1.790 -2.164
C -1.278 -0.776 2.023
C -0.593 2.382 -2.071
H 0.594 -2.978 -4.142
H 1.813 1.388 3.226
H 1.448 -1.497 -4.034
H 1.960 0.096 -2.039
H -1.225 0.159 0.237
H 0.418 -1.334 5.500
H 0.032 4.186 -2.142
H 0.500 0.398 5.590
H 0.817 1.798 0.926
H -1.008 -2.599 -2.181
H 1.908 -0.498 5.276
H -2.656 1.977 -2.229
H 0.520 -2.264 -1.185
H -2.262 -1.170 1.602
H 1.791 -2.969 -2.884
H 1.617 2.471 -2.257
H -1.260 -1.577 4.103
H -2.443 -0.517 -2.306

Number 1: total energy -803.420566 a.u.. Number 2: total energy -2501.120655 a.u.. Number 3: total energy -2763.353269 a.u.. Number 4: total energy -657.507819 a.u..